[1]
88
Properties=species:S:1:pos:R:3:lowdin_charge:R:1 method="wB97M-V/def2-TZVPD" total_charge=-2 total_energy_ha=-2350.4361 max_force_ha_per_bohr=0.023 gap_ev=5.44 molar_mass_g_mol=705.49 e_homo_ev=-1.70
Cs -1.50 -1.72 -0.78 1.302
C -4.95 -2.10 -0.92 -0.249
C -4.59 -2.87 0.20 -0.245
C -4.18 -1.98 1.22 -0.261
C -4.29 -0.66 0.72 -0.279
C -4.77 -0.74 -0.61 -0.264
H -5.31 -2.49 -1.87 0.058
H -4.61 -3.94 0.28 0.059
H -3.82 -2.26 2.20 0.066
H -4.03 0.25 1.25 0.058
H -4.94 0.10 -1.27 0.060
O -0.78 1.08 -1.11 -0.475
P 0.50 1.82 -0.84 0.785
C 0.09 3.22 0.29 -0.318
C 1.21 4.17 0.78 -0.182
C 0.84 4.84 2.11 -0.203
C -0.65 5.17 2.14 -0.208
C -1.49 3.87 2.14 -0.186
C -0.74 2.71 1.48 -0.197
C 1.78 0.68 -0.17 -0.307
C 3.11 1.27 0.34 -0.170
C 3.12 1.37 1.87 -0.201
C 3.09 -0.03 2.49 -0.192
C 2.31 -1.02 1.62 -0.178
C 1.19 -0.32 0.86 -0.218
C 1.15 2.53 -2.38 -0.346
C -0.02 3.05 -3.23 -0.200
C 0.53 3.65 -4.52 -0.191
C 1.36 4.91 -4.24 -0.202
C 1.88 4.93 -2.80 -0.215
C 2.32 3.55 -2.33 -0.169
H -0.60 3.79 -0.35 0.119
H 1.37 4.95 0.02 0.096
H 2.16 3.65 0.90 0.079
H 1.44 5.74 2.24 0.104
H 1.08 4.18 2.94 0.108
H -0.90 5.77 1.27 0.107
H -0.90 5.78 3.02 0.099
H -2.43 4.04 1.62 0.109
H -1.75 3.59 3.17 0.106
H -1.44 1.94 1.15 0.106
H -0.07 2.24 2.21 0.100
H 2.02 0.12 -1.08 0.091
H 3.34 2.23 -0.12 0.080
H 3.92 0.61 0.03 0.113
H 2.23 1.93 2.20 0.085
H 3.99 1.93 2.22 0.108
H 2.65 0.02 3.49 0.102
H 4.12 -0.39 2.63 0.104
H 1.90 -1.84 2.21 0.110
H 2.98 -1.48 0.89 0.124
H 0.51 0.17 1.57 0.109
H 0.60 -1.07 0.35 -0.033
H 1.53 1.63 -2.87 0.063
H -0.62 3.80 -2.69 0.108
H -0.70 2.22 -3.44 0.109
H -0.28 3.87 -5.22 0.101
H 1.15 2.89 -5.00 0.116
H 0.76 5.81 -4.42 0.098
H 2.20 4.96 -4.94 0.102
H 1.09 5.30 -2.14 0.094
H 2.71 5.64 -2.71 0.106
H 2.76 3.63 -1.34 0.071
H 3.12 3.18 -2.98 0.121
B 5.59 -0.34 -2.66 -0.491
C 4.04 -0.15 -3.05 -0.286
N 2.94 0.04 -3.32 0.064
H 6.13 0.76 -2.67 -0.027
H 6.11 -1.08 -3.46 -0.027
H 5.66 -0.81 -1.53 -0.026
C -4.39 -8.63 2.81 -0.071
C -3.41 -7.69 2.15 -0.294
C -2.22 -7.34 2.78 -0.058
C -1.31 -6.49 2.16 -0.055
C -1.59 -5.97 0.91 -0.252
C -2.78 -6.30 0.28 -0.054
C -3.68 -7.15 0.90 -0.049
S -0.41 -4.90 0.10 0.377
O -0.08 -3.88 1.09 -0.407
O 0.68 -5.78 -0.27 -0.336
O -1.14 -4.35 -1.04 -0.598
H -4.30 -8.59 3.90 0.066
H -4.21 -9.66 2.50 0.072
H -5.41 -8.37 2.55 0.069
H -2.00 -7.74 3.77 0.101
H -0.39 -6.21 2.66 0.114
H -2.99 -5.86 -0.69 0.108
H -4.62 -7.39 0.41 0.107

[2]
132
Properties=species:S:1:pos:R:3:lowdin_charge:R:1 method="wB97M-V/def2-TZVPD" total_charge=-1 total_energy_ha=-3003.4236 max_force_ha_per_bohr=0.042 gap_ev=6.21 molar_mass_g_mol=819.02 e_homo_ev=-4.43
C -3.79 2.85 1.75 0.103
C -3.06 2.64 0.82 -0.147
C -2.11 2.42 -0.26 -0.207
C -1.12 3.60 -0.39 -0.200
C 0.21 3.11 -0.92 -0.140
C 1.13 2.52 0.17 -0.402
C 1.55 1.03 -0.06 -0.260
O 1.68 0.43 1.19 -0.383
P 0.55 1.17 2.31 0.423
O 0.75 2.72 1.50 -0.343
H -4.36 3.29 2.52 0.012
H -1.58 1.49 -0.08 0.069
H -2.66 2.34 -1.19 0.120
H -1.02 4.10 0.57 0.103
H -1.56 4.31 -1.09 0.105
H 0.73 3.95 -1.38 0.091
H 0.04 2.41 -1.73 0.098
H 2.08 3.07 0.08 0.088
H 0.75 0.63 -0.68 0.063
H 2.47 0.93 -0.63 0.104
H 0.53 -0.07 3.07 -0.063
H 1.58 1.61 3.25 -0.033
H -0.50 1.73 3.15 -0.048
H -0.47 0.75 1.35 -0.004
C -6.75 5.09 2.22 -0.360
O -6.96 3.89 2.31 0.009
N -6.88 5.97 3.23 -0.202
C -6.61 7.38 3.06 -0.064
C -7.29 5.47 4.53 -0.046
H -6.43 5.56 1.27 0.136
H -5.80 7.70 3.73 0.089
H -7.50 7.96 3.29 0.085
H -6.31 7.58 2.04 0.082
H -6.58 4.73 4.90 0.092
H -8.27 4.99 4.46 0.090
H -7.34 6.30 5.24 0.082
C -0.08 -0.58 -3.69 -0.327
O -0.07 -0.02 -2.61 0.010
N 1.03 -0.92 -4.38 -0.185
C 0.93 -1.66 -5.63 -0.058
C 2.33 -0.55 -3.85 -0.043
H -1.00 -0.88 -4.19 0.108
H 1.47 -2.61 -5.54 0.086
H 1.35 -1.08 -6.45 0.084
H -0.12 -1.89 -5.82 0.061
H 2.47 -0.98 -2.86 0.091
H 2.39 0.54 -3.75 0.091
H 3.10 -0.90 -4.53 0.079
C 2.12 -4.09 4.50 -0.371
O 2.15 -4.73 5.54 -0.024
N 2.72 -2.92 4.30 -0.188
C 2.66 -2.20 3.03 -0.045
C 3.48 -2.34 5.39 -0.043
H 1.56 -4.45 3.61 0.129
H 3.67 -2.08 2.63 0.088
H 2.21 -1.22 3.18 0.043
H 2.05 -2.75 2.31 0.086
H 4.28 -3.02 5.69 0.078
H 2.83 -2.17 6.25 0.091
H 3.92 -1.39 5.07 0.089
C -2.41 -2.98 -4.15 -0.335
O -2.15 -2.49 -5.24 -0.033
N -2.60 -4.28 -3.91 -0.177
C -2.88 -4.78 -2.57 -0.044
C -2.51 -5.22 -5.01 -0.037
H -2.50 -2.36 -3.24 0.138
H -2.11 -5.48 -2.26 0.093
H -3.85 -5.28 -2.56 0.086
H -2.91 -3.95 -1.86 0.054
H -1.52 -5.17 -5.47 0.092
H -3.25 -4.96 -5.77 0.072
H -2.70 -6.23 -4.66 0.067
C -5.40 -8.21 -5.68 -0.349
O -4.22 -7.96 -5.53 0.012
N -6.25 -7.49 -6.44 -0.197
C -7.65 -7.85 -6.57 -0.062
C -5.75 -6.32 -7.14 -0.035
H -5.89 -9.07 -5.19 0.132
H -7.89 -8.04 -7.62 0.088
H -8.28 -7.03 -6.22 0.089
H -7.86 -8.74 -5.99 0.080
H -4.95 -6.61 -7.82 0.096
H -5.34 -5.60 -6.43 0.080
H -6.55 -5.86 -7.70 0.086
C 0.50 6.83 -1.48 -0.361
O -0.01 7.15 -2.54 -0.006
N 1.68 7.30 -1.04 -0.185
C 2.26 6.89 0.24 -0.042
C 2.41 8.23 -1.87 -0.048
H 0.02 6.13 -0.78 0.117
H 2.39 7.77 0.88 0.087
H 3.24 6.43 0.08 0.053
H 1.60 6.19 0.74 0.090
H 1.81 9.13 -2.04 0.086
H 2.63 7.78 -2.84 0.091
H 3.34 8.51 -1.38 0.085
C 4.74 4.27 0.13 -0.340
O 5.01 5.34 -0.40 -0.018
N 5.61 3.27 0.33 -0.187
C 5.20 2.05 0.99 -0.034
C 6.98 3.43 -0.11 -0.047
H 3.74 4.05 0.51 0.121
H 5.77 1.89 1.91 0.091
H 5.35 1.20 0.33 0.092
H 4.14 2.11 1.25 0.080
H 7.44 4.29 0.38 0.088
H 7.01 3.59 -1.19 0.089
H 7.54 2.53 0.13 0.083
C -2.41 -1.57 0.36 -0.328
O -2.10 -2.51 -0.36 -0.021
N -2.54 -1.64 1.69 -0.178
C -2.94 -0.49 2.49 -0.057
C -2.26 -2.90 2.34 -0.046
H -2.64 -0.57 -0.05 0.131
H -2.16 -0.25 3.22 0.075
H -3.87 -0.73 3.02 0.087
H -3.11 0.37 1.86 0.039
H -1.23 -3.21 2.15 0.085
H -2.92 -3.68 1.96 0.085
H -2.40 -2.79 3.42 0.084
C 7.74 -2.28 4.74 -0.366
O 7.52 -1.70 3.70 0.012
N 7.61 -3.61 4.91 -0.201
C 7.88 -4.26 6.18 -0.064
C 7.19 -4.42 3.77 -0.038
H 8.05 -1.75 5.66 0.131
H 8.68 -4.99 6.07 0.086
H 6.98 -4.77 6.54 0.089
H 8.18 -3.52 6.91 0.080
H 7.90 -4.31 2.95 0.091
H 6.21 -4.09 3.42 0.089
H 7.14 -5.46 4.07 0.085